(1)
{"formula": "C8H8Br2ClIrO4Se", "method": "the ωB97M-V functional and the def2-TZVPD basis", "homo_ha": [-0.487, -0.480], "spin_multiplicity": 2, "total_charge": 1, "e_lumo_ev": [-6.2, -6.1], "symbols": ["Ir", "Br", "C", "Br", "H", "H", "O", "Se", "O", "O", "O", "Cl", "C", "C", "C", "C", "C", "C", "C", "H", "H", "H", "H", "H", "H"], "coordinates": [[-0.46, -0.04, 0.06], [-0.34, 1.14, 2.53], [0.73, 2.46, 1.59], [0.01, 2.62, -0.19], [1.73, 2.07, 1.51], [0.65, 3.42, 2.10], [2.63, -2.22, -1.01], [2.04, -0.75, -1.06], [0.32, -0.78, -1.55], [1.46, -0.20, 0.51], [2.78, 0.47, -1.77], [-1.23, -5.91, 0.33], [-1.58, -4.25, 0.32], [-1.59, -3.56, -0.89], [-1.88, -2.22, -0.88], [-2.15, -1.54, 0.35], [-2.46, -0.13, 0.34], [-2.10, -2.28, 1.57], [-1.84, -3.62, 1.55], [-1.38, -4.09, -1.81], [-1.91, -1.67, -1.81], [-2.85, 0.34, 1.23], [-2.83, 0.32, -0.59], [-2.28, -1.77, 2.51], [-1.82, -4.20, 2.46]]}


(2)
{"formula": "C8H8Br9N", "method": "the ωB97M-V functional and the def2-TZVPD basis", "homo_ha": -0.350, "spin_multiplicity": 1, "e_lumo_ev": -0.8, "symbols": ["C", "Br", "Br", "Br", "H", "C", "Br", "Br", "Br", "H", "C", "Br", "Br", "Br", "H", "N", "C", "C", "C", "C", "C", "H", "H", "H", "H", "H"], "coordinates": [[-1.03, -3.10, 2.68], [-1.43, -4.87, 1.80], [0.88, -2.72, 2.86], [-2.00, -2.93, 4.39], [-1.38, -2.33, 1.99], [0.31, 3.22, 1.70], [1.60, 4.62, 1.15], [0.80, 2.69, 3.50], [0.05, 1.73, 0.34], [-0.66, 3.70, 1.75], [-4.39, 7.47, 2.39], [-4.76, 9.31, 3.07], [-4.37, 6.16, 3.86], [-2.90, 7.28, 1.03], [-5.30, 7.27, 1.84], [1.79, -3.16, -4.59], [0.97, -2.82, -3.62], [1.33, -3.08, -2.29], [2.57, -3.54, -2.02], [3.47, -3.85, -3.02], [2.99, -3.68, -4.35], [-0.04, -2.57, -3.89], [0.65, -2.84, -1.48], [2.85, -3.69, -0.99], [4.45, -4.27, -2.89], [3.54, -3.98, -5.23]]}


(3)
{"formula": "C8H8BrN", "method": "the ωB97M-V functional and the def2-TZVPD basis", "homo_ha": -0.334, "spin_multiplicity": 1, "smiles": "Cc1cc2c(nc1C)[C@H]2Br", "e_lumo_ev": 0.4, "symbols": ["C", "C", "C", "C", "C", "N", "C", "C", "C", "Br", "H", "H", "H", "H", "H", "H", "H", "H"], "coordinates": [[-1.84, 1.19, -0.51], [-0.54, 0.58, -0.09], [0.52, 1.45, 0.24], [1.65, 0.80, 0.63], [1.72, -0.57, 0.57], [0.80, -1.43, 0.22], [-0.37, -0.81, -0.07], [-1.47, -1.77, -0.38], [3.03, -0.01, 0.91], [4.44, 0.08, -0.41], [-2.17, 0.76, -1.45], [-2.62, 1.02, 0.23], [-1.73, 2.26, -0.65], [0.40, 2.53, 0.18], [-1.05, -2.66, -0.83], [-1.98, -2.06, 0.54], [-2.21, -1.35, -1.06], [3.42, -0.03, 1.91]]}


(4)
{"formula": "C8H8BrN4O2", "method": "the ωB97M-V functional and the def2-TZVPD basis", "homo_ha": -0.411, "spin_multiplicity": 1, "total_charge": 1, "e_lumo_ev": -4.7, "symbols": ["C", "C", "C", "C", "C", "C", "C", "C", "N", "N", "N", "N", "O", "O", "Br", "H", "H", "H", "H", "H", "H", "H", "H"], "coordinates": [[1.55, -0.07, -0.04], [0.85, 1.10, -0.20], [-0.51, -0.60, -0.18], [-3.46, 1.27, 2.32], [-1.61, 1.52, -0.40], [-3.85, 1.86, 1.15], [-2.81, 3.47, -0.34], [1.01, -2.47, 0.22], [0.73, -1.06, -0.01], [-0.46, 0.77, -0.35], [-1.58, 2.84, -0.18], [-3.86, 2.77, 0.19], [-4.83, 1.12, 1.60], [-2.88, 4.50, -0.90], [-2.29, -0.23, 2.49], [2.68, -0.18, -0.10], [1.22, 2.04, -0.41], [-1.43, -1.16, -0.40], [0.83, -3.10, -0.68], [1.82, -2.47, 0.89], [0.06, -2.77, 0.87], [-0.72, 3.42, -0.23], [-4.74, 3.12, -0.25]]}


(5)
{"formula": "C8H8BrNOS", "method": "the ωB97M-V functional and the def2-TZVPD basis", "homo_ha": [-0.295, -0.295], "spin_multiplicity": 1, "e_lumo_ev": [-1.7, -1.7], "symbols": ["C", "C", "C", "C", "C", "C", "C", "C", "N", "O", "S", "Br", "H", "H", "H", "H", "H", "H", "H", "H"], "coordinates": [[1.78, 0.24, 1.93], [0.78, 1.98, 2.56], [0.60, 0.33, 1.18], [-0.48, -1.05, -2.10], [-0.54, -0.07, -1.09], [0.16, -2.29, -1.70], [0.16, -0.53, 0.10], [-1.25, 1.20, -1.17], [1.86, 1.31, 2.78], [0.06, 1.51, 1.61], [0.86, -2.13, -0.08], [-2.27, -0.91, 1.50], [2.68, -0.44, 1.97], [0.45, 2.98, 2.98], [-1.00, -0.91, -3.06], [-0.57, -3.05, -1.52], [0.94, -2.79, -2.20], [-1.02, 1.63, -2.09], [-0.80, 1.90, -0.53], [-2.40, 1.09, -1.09]]}


(6)
{"formula": "C8H8BrO3Tl", "method": "the ωB97M-V functional and the def2-TZVPD basis", "homo_ha": -0.332, "spin_multiplicity": 1, "e_lumo_ev": 0.0, "symbols": ["Tl", "C", "O", "H", "H", "H", "H", "Br", "C", "C", "C", "C", "C", "C", "C", "O", "O", "H", "H", "H", "H"], "coordinates": [[0.07, 2.01, -0.85], [0.75, -0.11, 2.55], [0.25, 0.45, 1.35], [1.16, -1.11, 2.38], [-0.03, -0.17, 3.32], [1.54, 0.54, 2.91], [-0.48, -0.06, 0.98], [-4.12, -5.40, -3.82], [-3.22, -3.87, -3.16], [-3.64, -3.30, -1.97], [-2.98, -2.18, -1.50], [-1.91, -1.64, -2.20], [-1.50, -2.23, -3.40], [-2.15, -3.35, -3.88], [-1.20, -0.43, -1.69], [-0.27, 0.07, -2.37], [-1.56, 0.06, -0.58], [-4.48, -3.72, -1.43], [-3.29, -1.71, -0.58], [-0.67, -1.80, -3.93], [-1.84, -3.82, -4.81]]}


(7)
{"formula": "C8H8Cl2FNO5", "method": "the ωB97M-V functional and the def2-TZVPD basis", "homo_ha": -0.401, "spin_multiplicity": 1, "smiles": "O=C(F)NC(=O)[C@H]1OC(=O)O[C@@]1(Cl)CCCCl", "e_lumo_ev": -1.2, "symbols": ["O", "C", "F", "N", "C", "O", "C", "O", "C", "O", "O", "C", "Cl", "C", "C", "C", "Cl", "H", "H", "H", "H", "H", "H", "H", "H"], "coordinates": [[0.38, -2.31, 1.04], [1.64, -1.84, 1.14], [2.69, -2.59, 0.36], [2.07, -0.67, 2.01], [1.96, 0.66, 1.30], [2.15, 1.77, 2.06], [1.68, 0.91, -0.29], [2.67, 0.17, -1.15], [1.74, -0.60, -2.03], [2.26, -1.17, -3.13], [0.32, -0.60, -1.53], [0.15, 0.71, -0.89], [-0.13, 1.86, -2.36], [-0.88, 0.89, 0.38], [-2.48, 0.86, -0.07], [-2.88, -0.75, -0.16], [-4.60, -0.82, -0.88], [1.48, -0.64, 2.89], [1.90, 2.03, -0.64], [-0.63, 1.95, 0.86], [-0.77, 0.03, 1.18], [-3.11, 1.29, 0.85], [-2.67, 1.44, -1.07], [-2.08, -1.36, -0.80], [-2.86, -1.23, 0.93]]}


(8)
{"formula": "C8H8Cl2N2", "method": "the ωB97M-V functional and the def2-TZVPD basis", "homo_ha": -0.314, "spin_multiplicity": 1, "smiles": "C/N=C/Nc1c(Cl)cccc1Cl", "e_lumo_ev": 0.8, "symbols": ["C", "N", "C", "N", "C", "C", "Cl", "C", "C", "C", "C", "Cl", "H", "H", "H", "H", "H", "H", "H", "H"], "coordinates": [[-1.03, -1.72, -3.85], [-0.08, -1.08, -2.98], [-0.38, -0.92, -1.77], [0.54, -0.29, -0.93], [0.27, 0.19, 0.33], [-0.27, -0.63, 1.32], [-0.52, -2.35, 1.04], [-0.68, -0.12, 2.57], [-0.40, 1.20, 2.88], [0.23, 2.04, 1.95], [0.55, 1.53, 0.70], [1.25, 2.53, -0.54], [-2.05, -1.92, -3.48], [-1.10, -1.10, -4.78], [-0.63, -2.71, -4.16], [-1.34, -1.12, -1.30], [1.32, 0.12, -1.42], [-1.17, -0.76, 3.34], [-0.78, 1.57, 3.84], [0.40, 3.10, 2.15]]}


(9)
{"formula": "C8H8Cl2OS", "method": "the ωB97M-V functional and the def2-TZVPD basis", "homo_ha": -0.321, "spin_multiplicity": 1, "e_lumo_ev": -0.8, "symbols": ["C", "C", "C", "C", "C", "C", "C", "C", "O", "S", "Cl", "Cl", "H", "H", "H", "H", "H", "H", "H", "H"], "coordinates": [[2.16, -1.13, -0.53], [2.37, -0.18, 0.28], [0.69, 0.57, -1.09], [0.71, -0.92, -1.11], [1.09, 0.66, 0.32], [-0.26, -1.20, 0.00], [0.00, -0.25, 0.89], [-2.70, 1.28, 1.00], [-3.39, -0.54, -0.73], [-3.42, -0.23, 0.71], [-2.03, 2.33, -0.05], [-2.63, 1.69, 2.70], [2.72, -1.94, -0.98], [2.99, 0.14, 1.14], [1.38, 1.02, -1.90], [-0.34, 0.76, -1.25], [0.56, -1.35, -2.12], [1.26, 1.60, 0.79], [-0.89, -2.10, -0.01], [-0.27, -0.19, 1.94]]}


(10)
{"formula": "C8H8ClNO2", "method": "the ωB97M-V functional and the def2-TZVPD basis", "homo_ha": [-0.295, -0.295], "spin_multiplicity": 1, "e_lumo_ev": [-0.3, -0.3], "symbols": ["C", "C", "C", "C", "C", "C", "C", "C", "N", "O", "O", "Cl", "H", "H", "H", "H", "H", "H", "H", "H"], "coordinates": [[1.47, -2.53, -0.79], [0.41, -2.54, 0.10], [2.13, -1.35, -1.08], [0.01, -1.37, 0.72], [1.76, -0.18, -0.46], [0.71, -0.19, 0.47], [0.43, 1.03, 1.14], [-2.18, 1.99, -0.70], [-1.56, 1.35, 1.52], [1.04, 1.94, 1.57], [-2.32, 1.12, 0.41], [-1.54, 2.99, 2.03], [1.79, -3.45, -1.27], [-0.10, -3.46, 0.32], [2.95, -1.34, -1.79], [-0.81, -1.36, 1.42], [2.29, 0.75, -0.65], [-2.59, 2.98, -0.46], [-2.76, 1.53, -1.49], [-1.13, 2.09, -1.00]]}